# C25H25ClN2O7S

An isolated molecule of C25H25ClN2O7S (ωB97M-V/def2-TZVPD, the Open Molecules 2025 dataset).

Each line ends with the natural charge from an NBO analysis.
Element x y z (Å)
C  -0.978  -3.511  -2.857  -0.634
C  -0.743  -2.020  -2.661  -0.080
H  -0.922  -1.470  -3.587  0.186
H  0.281  -1.847  -2.313  0.214
O  -1.672  -1.463  -1.725  -0.515
C  -1.404  -1.640  -0.429  0.803
O  -0.432  -2.237  -0.017  -0.631
C  -2.425  -1.052  0.438  -0.259
C  -2.632  -1.420  1.755  0.235
N  -3.747  -0.776  2.190  -0.496
C  -4.284  -0.010  1.201  0.206
C  -3.476  -0.138  0.088  -0.166
C  -3.651  0.690  -1.103  0.567
O  -4.717  0.881  -1.641  -0.542
C  -2.430  1.485  -1.584  -0.173
H  -2.294  1.330  -2.656  0.226
O  -1.203  1.145  -0.975  -0.513
C  -1.028  1.469  0.311  0.792
O  -1.773  2.178  0.943  -0.602
C  0.192  0.824  0.857  -0.122
C  1.057  0.125  0.023  -0.102
C  2.135  -0.543  0.554  -0.372
C  2.371  -0.524  1.919  -0.002
C  1.520  0.183  2.762  -0.240
C  0.435  0.849  2.228  -0.149
H  -0.247  1.395  2.863  0.238
H  1.715  0.195  3.823  0.232
Cl  3.723  -1.354  2.538  0.063
S  3.193  -1.461  -0.562  2.323
O  2.700  -1.268  -1.895  -0.949
O  3.386  -2.796  -0.090  -0.922
N  4.660  -0.674  -0.359  -0.862
H  5.416  -1.342  -0.385  0.412
C  4.864  0.488  -1.211  -0.252
C  3.866  1.546  -0.828  -0.058
C  3.856  2.045  0.469  -0.210
C  2.912  2.979  0.853  -0.199
C  1.973  3.432  -0.058  -0.219
C  1.986  2.949  -1.355  -0.222
C  2.926  2.008  -1.738  -0.160
H  2.925  1.619  -2.745  0.213
H  1.257  3.301  -2.070  0.215
H  1.233  4.159  0.243  0.220
H  2.908  3.356  1.865  0.215
H  4.588  1.687  1.178  0.220
H  4.739  0.223  -2.269  0.206
H  5.883  0.849  -1.048  0.218
H  0.909  0.095  -1.044  0.262
H  -2.669  2.540  -1.395  0.225
C  -5.477  0.840  1.429  -0.657
H  -6.274  0.261  1.895  0.220
H  -5.230  1.676  2.084  0.224
H  -5.834  1.229  0.481  0.259
H  -4.124  -0.850  3.122  0.415
C  -1.863  -2.334  2.633  -0.666
H  -1.405  -1.777  3.451  0.222
H  -1.074  -2.805  2.054  0.274
H  -2.511  -3.100  3.059  0.218
H  -0.772  -4.040  -1.930  0.226
H  -0.310  -3.883  -3.628  0.218
H  -2.008  -3.697  -3.154  0.208

Molar mass (g mol⁻¹): 533.002
E_HOMO (eV): -8.37
Charge: 0
SMILES: CCOC(=O)c1c(C)[nH]c(C)c1C(=O)COC(=O)c1ccc(Cl)c(S(=O)(=O)NCc2ccccc2)c1



# C4H13N3S

A cluster of 2 separate species, C4H13N3S in total in a non-equilibrium geometry (ωB97M-V/def2-TZVPD, the Open Molecules 2025 dataset).

Each line ends with the natural charge from an NBO analysis.
Element x y z (Å)
C  1.085  -2.008  -0.274  -0.146
C  0.353  -1.820  -1.369  -0.042
N  -0.152  -2.867  -2.125  -0.824
N  1.550  -0.948  0.580  -0.814
H  1.483  -2.993  -0.083  0.186
H  0.196  -0.822  -1.768  0.208
H  -0.679  -2.623  -2.939  0.387
H  -0.403  -3.696  -1.623  0.384
H  2.219  -1.276  1.257  0.386
H  0.431  0.069  1.178  0.204
H  2.042  -0.259  0.012  0.374
C  -0.207  2.120  -0.482  -0.225
C  -0.717  2.340  0.934  -0.518
S  -0.403  0.897  2.037  -0.217
N  -1.047  1.261  -1.314  -0.836
H  0.799  1.694  -0.441  0.173
H  -0.051  3.076  -0.986  0.194
H  -1.795  2.470  0.936  0.207
H  -0.200  3.190  1.375  0.212
H  -1.952  1.712  -1.392  0.349
H  -1.266  0.412  -0.793  0.358

Molar mass (g mol⁻¹): 135.236
E_HOMO (eV): -7.65
Charge: 0
SMILES: N/C=C/N.NCCS



# C31H56AsMgN5SSi5

A structure of composition C31H56AsMgN5SSi5 in a non-equilibrium geometry (ωB97M-V/def2-TZVPD, the Open Molecules 2025 dataset).

Each line ends with the Löwdin charge.
Element x y z (Å)
Mg  12.200  16.221  9.255  0.635
C  16.570  14.251  8.324  -0.187
Si  14.750  14.521  7.932  0.381
C  14.498  14.521  6.030  -0.162
C  13.868  13.144  8.876  -0.174
N  14.026  15.989  8.396  -0.166
C  14.648  17.188  8.401  -0.302
C  16.053  17.385  8.006  -0.073
C  16.617  18.639  8.072  -0.155
C  15.871  19.760  8.433  -0.156
C  14.544  19.655  8.764  -0.092
C  13.889  18.419  8.807  -0.340
N  12.571  18.261  9.135  -0.173
Si  11.292  19.458  9.170  0.408
C  11.613  20.807  7.909  -0.183
C  11.249  20.100  10.946  -0.185
C  9.717  18.446  8.703  -0.183
H  16.973  14.917  9.081  0.027
H  17.129  14.428  7.384  0.031
H  16.776  13.222  8.603  0.014
H  13.544  14.955  5.833  -0.012
H  14.612  13.545  5.516  0.020
H  15.350  15.172  5.691  0.038
H  14.343  12.131  8.769  0.040
H  12.864  13.156  8.592  -0.028
H  13.951  13.372  9.961  0.028
H  16.567  16.599  7.498  0.053
H  17.663  18.791  7.735  0.095
H  16.316  20.721  8.435  0.072
H  13.989  20.604  8.903  0.079
H  10.781  21.498  7.751  0.022
H  11.903  20.352  6.978  0.029
H  12.426  21.495  8.213  0.024
H  10.795  19.401  11.588  -0.018
H  10.551  20.995  10.940  0.039
H  12.265  20.351  11.320  0.040
H  9.860  17.780  7.845  0.005
H  8.918  19.122  8.394  0.011
H  9.289  17.924  9.616  0.038
N  9.206  13.370  9.201  0.182
C  8.910  13.681  7.873  -0.166
C  8.169  13.021  6.900  -0.020
C  8.461  13.277  5.569  -0.070
C  9.406  14.256  5.197  -0.033
C  10.045  14.959  6.225  -0.015
C  9.855  14.643  7.512  -0.191
N  10.701  14.951  8.655  0.126
C  10.217  14.169  9.645  -0.232
C  10.863  14.156  10.955  -0.270
C  10.687  13.375  12.045  -0.297
S  11.814  13.782  13.335  1.086
C  12.361  15.002  12.313  -0.464
N  11.885  15.144  11.116  0.023
H  8.674  12.719  9.803  0.183
H  7.312  12.442  7.170  0.103
H  7.898  12.719  4.829  0.108
H  9.359  14.471  4.156  0.100
H  10.705  15.770  6.026  0.115
H  9.794  12.824  12.332  0.083
H  13.149  15.632  12.688  0.097
C  8.196  8.922  7.544  -0.240
Si  9.098  7.539  8.634  0.343
C  9.094  5.753  8.080  -0.240
C  8.254  7.634  10.322  -0.223
As  11.401  8.515  8.660  0.716
Si  12.492  7.950  6.541  0.272
C  12.639  6.059  6.307  -0.248
C  11.454  8.624  5.059  -0.229
C  14.165  8.769  6.426  -0.231
Si  12.564  7.464  10.560  0.276
C  12.484  8.637  12.038  -0.236
C  11.753  5.806  10.783  -0.239
C  14.370  7.123  10.095  -0.234
H  8.898  9.193  6.724  -0.005
H  7.939  9.774  8.208  0.008
H  7.256  8.541  7.083  0.027
H  9.785  5.440  7.291  -0.001
H  8.086  5.480  7.725  0.032
H  9.338  4.972  8.818  0.032
H  7.564  8.461  10.272  0.009
H  8.995  7.804  11.111  0.013
H  7.808  6.683  10.597  0.029
H  13.350  5.692  7.098  0.013
H  12.992  5.692  5.250  0.066
H  11.718  5.498  6.538  -0.013
H  10.436  8.246  5.013  0.007
H  11.959  8.468  4.086  0.038
H  11.364  9.678  5.262  0.004
H  14.899  8.090  5.936  0.044
H  14.642  8.957  7.397  0.008
H  14.118  9.736  5.913  0.029
H  11.550  9.174  12.019  -0.009
H  13.323  9.314  11.990  0.013
H  12.545  8.125  13.055  0.054
H  10.667  5.836  10.641  -0.009
H  11.896  5.271  11.691  0.016
H  12.069  5.187  9.918  0.041
H  14.895  8.046  9.791  0.021
H  14.344  6.415  9.215  0.028
H  14.996  6.686  10.882  0.028

Molar mass (g mol⁻¹): 770.548
E_HOMO (eV): -4.81
Charge: 0



# C4H7ClN2

A cluster of 3 separate species, C4H7ClN2 in total in a non-equilibrium geometry (ωB97M-V/def2-TZVPD, the Open Molecules 2025 dataset).

Each line ends with the natural charge from an NBO analysis.
Element x y z (Å)
C  -1.499  -0.303  -0.410  -0.493
C  -0.396  0.118  -0.900  0.075
C  0.632  -1.628  1.647  0.667
C  0.773  0.581  -1.306  -0.530
N  1.582  -1.548  0.933  -0.733
N  -0.350  -1.815  2.343  -0.771
Cl  -0.913  3.486  -1.867  -0.250
H  -1.521  -1.091  0.346  0.257
H  -2.476  0.267  -0.498  0.229
H  1.453  0.241  -2.196  0.240
H  1.408  1.249  -0.683  0.220
H  2.044  -0.657  0.458  0.440
H  -0.445  -2.100  3.227  0.398
H  -1.238  2.410  -1.406  0.251

Molar mass (g mol⁻¹): 118.567
E_HOMO (eV): -9.74
Charge: 0
SMILES: C=C=C.N=C=N.Cl



# C16H22FeN2

A structure of composition C16H22FeN2 in a non-equilibrium geometry (ωB97M-V/def2-TZVPD, the Open Molecules 2025 dataset).

Each line ends with the Löwdin spin population.
Element x y z (Å)
C  -0.430  1.052  -2.082  0.023
C  0.968  1.190  -1.845  0.020
C  1.138  2.015  -0.697  0.042
C  -0.151  2.377  -0.218  0.000
C  -1.123  1.778  -1.072  0.044
Fe  0.000  0.000  0.000  3.078
N  -1.314  -1.306  0.029  0.151
C  -0.360  -2.352  -0.494  0.014
C  1.030  -1.694  -0.689  -0.218
H  2.092  2.287  -0.242  0.004
H  1.767  0.741  -2.436  0.002
H  -0.364  2.978  0.667  0.003
H  -2.206  1.848  -0.960  0.006
H  -0.891  0.455  -2.872  0.002
H  1.394  -1.768  -1.724  -0.012
H  -0.310  -3.194  0.227  0.007
H  -2.289  -1.609  0.024  0.032
H  1.786  -2.056  0.024  -0.004
H  -0.736  -2.742  -1.460  0.002
C  -0.992  -0.050  5.580  0.339
N  -1.250  0.225  4.160  0.006
C  -1.075  1.646  3.832  0.063
C  -0.579  -0.688  3.207  0.020
C  0.895  -0.419  2.947  -0.012
C  1.837  -0.544  3.986  0.056
C  3.194  -0.319  3.748  0.060
C  3.633  0.014  2.469  0.008
C  2.718  0.117  1.421  -0.004
C  1.350  -0.091  1.645  -0.099
H  -1.778  0.437  6.195  0.089
H  -0.016  0.359  5.909  0.060
H  -1.045  -1.141  5.787  0.077
H  -0.019  1.961  3.981  0.011
H  -1.370  1.835  2.778  0.005
H  -1.729  2.268  4.481  0.034
H  -0.708  -1.742  3.534  0.022
H  -1.129  -0.590  2.261  0.001
H  1.538  -0.830  4.981  0.041
H  3.907  -0.416  4.556  0.027
H  4.687  0.176  2.285  0.003
H  3.078  0.344  0.429  0.001

Molar mass (g mol⁻¹): 298.211
E_HOMO (alpha / beta) (eV): 3.52 / -1.54
Charge: -2
Expectation value of S²: 6.302
Spin multiplicity: 5



# C20H46Cl2O2P2W

A structure of composition C20H46Cl2O2P2W in a non-equilibrium geometry (ωB97M-V/def2-TZVPD, the Open Molecules 2025 dataset).

Each line ends with the Löwdin spin population.
Element x y z (Å)
W  -0.434  0.050  -0.204  1.687
Cl  0.250  0.023  -2.485  0.044
P  -0.601  -2.393  -0.388  0.041
C  0.703  -3.177  -1.491  0.002
C  -0.673  -3.476  1.155  0.009
C  -2.175  -2.549  -1.369  0.019
C  2.109  -2.597  -1.368  0.000
H  0.305  -2.918  -2.479  0.000
C  0.758  -4.695  -1.301  -0.001
H  1.343  -4.956  -0.410  0.000
H  1.279  -5.109  -2.170  0.000
H  -0.214  -5.187  -1.246  0.000
H  2.207  -1.656  -1.909  0.000
H  2.835  -3.313  -1.787  0.000
H  2.453  -2.408  -0.338  0.000
H  -1.898  -2.045  -2.305  0.001
C  -3.353  -1.808  -0.743  0.011
C  -2.508  -4.018  -1.674  0.004
H  -1.858  -4.449  -2.436  0.000
H  -3.530  -4.073  -2.062  0.001
H  -2.481  -4.653  -0.781  0.000
H  -3.131  -1.021  -0.012  0.004
H  -4.035  -2.501  -0.241  0.001
H  -3.905  -1.300  -1.542  0.000
C  0.577  -3.282  2.001  0.000
H  -0.688  -4.489  0.749  0.001
C  -1.923  -3.203  1.984  0.001
H  1.503  -3.628  1.526  0.000
H  0.483  -3.779  2.979  0.000
H  0.697  -2.217  2.235  0.000
H  -2.107  -2.132  2.162  0.001
H  -1.775  -3.640  2.978  0.000
H  -2.817  -3.661  1.559  0.000
Cl  -1.037  0.147  2.093  0.073
H  -1.852  0.419  -0.810  0.006
P  0.172  2.475  -0.342  0.039
C  -0.716  3.230  -1.813  0.013
C  -0.257  3.577  1.113  0.008
C  1.987  2.653  -0.810  0.004
C  -2.083  2.617  -2.104  0.001
H  -0.024  2.955  -2.613  0.000
C  -0.820  4.755  -1.696  0.002
H  -1.646  5.047  -1.035  0.000
H  -1.035  5.150  -2.694  0.001
H  0.092  5.244  -1.352  0.000
H  -2.022  1.641  -2.586  0.000
H  -2.636  3.269  -2.794  0.000
H  -2.714  2.505  -1.211  0.000
H  1.989  2.099  -1.758  0.000
C  2.949  1.986  0.162  0.000
C  2.405  4.103  -1.013  0.000
H  2.014  4.529  -1.936  0.000
H  3.498  4.105  -1.070  0.000
H  2.136  4.731  -0.152  0.000
H  2.427  1.403  0.926  0.000
H  3.553  2.699  0.742  0.000
H  3.599  1.280  -0.373  0.000
C  -1.735  3.390  1.471  0.002
H  -0.086  4.587  0.732  0.000
C  0.661  3.345  2.307  0.001
H  -2.399  3.965  0.824  0.000
H  -1.912  3.732  2.497  0.000
H  -2.066  2.343  1.476  0.002
H  0.646  2.299  2.637  0.001
H  0.286  3.932  3.154  0.000
H  1.695  3.660  2.145  0.000
C  2.373  -0.256  3.055  -0.001
C  2.752  -0.882  1.751  0.001
O  3.806  -1.509  1.511  0.006
O  1.839  -0.633  0.873  0.015
H  2.168  0.853  2.987  0.000
H  3.214  -0.500  3.730  0.000
H  1.387  -0.685  3.390  0.000

Molar mass (g mol⁻¹): 635.280
E_HOMO (alpha / beta) (eV): -8.38 / -8.52
Charge: 0
Expectation value of S²: 2.012
Spin multiplicity: 3



# C4H6N2S2

An isolated molecule of C4H6N2S2 in a non-equilibrium geometry (ωB97M-V/def2-TZVPD, the Open Molecules 2025 dataset).

Each line ends with the natural charge from an NBO analysis.
Element x y z (Å)
C  0.144  0.156  0.044  0.201
C  1.311  -0.599  0.040  -0.370
C  2.670  -0.082  0.001  -0.278
C  -1.131  -0.539  0.129  0.052
H  0.802  2.088  -0.394  0.404
H  -0.829  1.787  0.057  0.395
H  1.287  -1.669  -0.217  0.229
H  2.859  0.947  0.134  0.182
H  -1.036  -1.627  0.497  0.175
H  -4.394  0.019  -0.196  0.118
N  0.060  1.469  0.095  -0.745
N  -2.231  0.006  -0.156  -0.543
S  4.074  -0.947  -0.033  -0.033
S  -3.587  -1.009  -0.002  0.213

Molar mass (g mol⁻¹): 146.240
E_HOMO (eV): -8.26
Charge: 0
SMILES: NC(=C\C=S)/C=N/S



# C4H10O

A cluster of 2 separate species, C4H10O in total (ωB97M-V/def2-TZVPD, the Open Molecules 2025 dataset).

Each line ends with the natural charge from an NBO analysis.
Element x y z (Å)
C  -2.317  0.120  -0.264  -0.604
C  -0.927  0.608  0.138  -0.395
C  -0.024  -0.530  0.607  -0.610
C  2.859  0.507  -0.102  0.082
O  3.256  -0.583  -0.718  -0.642
H  -2.260  -0.596  -1.092  0.200
H  -2.811  -0.384  0.576  0.200
H  -2.961  0.948  -0.581  0.208
H  -0.458  1.123  -0.711  0.191
H  -1.017  1.354  0.937  0.197
H  0.156  -1.250  -0.201  0.199
H  -0.483  -1.075  1.441  0.203
H  2.221  0.995  -0.880  0.068
H  0.946  -0.155  0.957  0.211
H  3.820  -1.082  -0.106  0.492

Molar mass (g mol⁻¹): 74.123
E_HOMO (eV): -8.91
Charge: 0